A cluster of 2 separate species, H4O2 in total. Source: OMol25; level of theory: wB97M-V/def2-TZVPD.

Last column: natural (NBO) charge in e.
CARTESIAN COORDINATES (ANGSTROEM)
O: 2.017 -0.312 -0.055  -0.94
H: 1.076 -0.391 0.108  0.46
H: 2.214 0.651 -0.350  0.48
O: -1.784 -0.305 -0.151  -0.92
H: -1.019 0.138 0.262  0.45
H: -2.503 0.219 0.186  0.47

Calculated values
F_max = 2.8 eV/A
energy relative to the best compared isomer or geometry (same formula, charge and spin) = 38.09 kJ/mol
HOMO energy = -11.679 eV
SMILES string = O.O

A cluster of 2 separate species, H4O2 in total. Source: OMol25; level of theory: wB97M-V/def2-TZVPD.

Last column: natural (NBO) charge in e.
CARTESIAN COORDINATES (ANGSTROEM)
O: -1.280 -0.017 0.084  -0.96
H: -1.906 -0.520 -0.470  0.48
H: -1.275 0.906 -0.211  0.48
O: 1.394 -0.090 -0.089  -0.94
H: 0.790 -0.442 0.562  0.48
H: 1.481 0.906 0.159  0.46

Calculated values
F_max = 3.1 eV/A
energy relative to the best compared isomer or geometry (same formula, charge and spin) = 34.89 kJ/mol
HOMO energy = -10.718 eV
SMILES string = O.O

A cluster of 2 separate species, H4O2 in total. Source: OMol25; level of theory: wB97M-V/def2-TZVPD.

Last column: natural (NBO) charge in e.
CARTESIAN COORDINATES (ANGSTROEM)
O: 1.236 0.204 -1.281  -0.95
H: 1.927 0.224 -0.622  0.46
H: 0.492 -0.231 -0.882  0.48
O: -0.912 -0.021 0.644  -0.94
H: -1.621 0.567 0.929  0.47
H: -1.122 -0.742 1.212  0.47

Calculated values
F_max = 1.5 eV/A
energy relative to the best compared isomer or geometry (same formula, charge and spin) = 14.94 kJ/mol
HOMO energy = -10.888 eV
SMILES string = O.O

A cluster of 2 separate species, H4O2 in total. Source: OMol25; level of theory: wB97M-V/def2-TZVPD.

Last column: natural (NBO) charge in e.
CARTESIAN COORDINATES (ANGSTROEM)
O: 1.902 -0.266 -0.071  -0.93
H: 1.117 0.231 -0.282  0.47
H: 2.574 0.410 -0.145  0.46
O: -1.714 -0.126 -0.217  -0.94
H: -2.168 -0.854 0.275  0.47
H: -1.711 0.606 0.439  0.47

Calculated values
F_max = 1.5 eV/A
energy relative to the best compared isomer or geometry (same formula, charge and spin) = 18.86 kJ/mol
HOMO energy = -11.408 eV
SMILES string = O.O

Number 1: E_LUMO 0.508 eV. Number 2: E_LUMO 0.783 eV. Number 3: E_LUMO 0.616 eV. Number 4: E_LUMO 0.778 eV.